Record 1
Entry from the OMol25 dataset: C45H53F3N3O12S3Y as an isolated structure at a distorted geometry (ωB97M-V/def2-TZVPD).

Geometry as XYZ:
```
120
Properties=species:S:1:pos:R:3:mulliken_charge:R:1
Y 0.404 0.094 -0.111 -0.126
S 4.346 1.259 3.784 1.264
S -2.827 -0.246 1.282 1.382
S 2.170 -1.327 -2.093 1.247
F 4.734 -1.123 -1.498 -0.245
F 3.905 -3.106 -1.241 -0.244
F 3.456 -1.551 0.196 -0.199
O 0.751 -1.595 1.273 -0.892
O 2.040 0.111 -1.831 -0.544
O -0.140 -3.537 1.983 -0.828
O -3.815 -1.282 1.520 -0.840
O 2.544 -1.675 -3.435 -0.651
O -0.701 -0.308 -2.315 0.404
O 1.097 -2.087 -1.481 -0.536
O 5.401 0.295 3.974 -0.747
O 2.165 0.995 0.855 -0.311
O 4.562 2.557 4.385 -0.695
O -0.131 2.363 0.956 -0.302
O -2.405 0.486 2.462 -0.682
N 3.945 1.403 2.218 -0.661
N -1.619 -0.739 0.374 0.522
N 0.070 2.071 -1.603 1.082
C 3.314 5.857 -3.129 -1.783
C -1.619 3.935 -5.885 2.363
C -0.825 0.583 -3.178 0.388
C 1.461 5.479 0.127 -0.562
C -5.754 3.989 -1.981 -1.435
C 2.775 0.625 4.339 0.019
C -0.163 -2.503 1.325 0.271
C -5.030 2.936 -1.178 0.614
C 0.603 0.326 3.370 0.844
C 0.630 3.174 -1.097 0.342
C -2.486 4.957 -5.133 -1.618
C -0.694 2.999 -3.754 -0.997
C -0.400 1.944 -2.854 -0.450
C 0.010 6.166 2.642 -1.839
C 2.332 6.439 -2.103 2.252
C -3.678 0.983 0.290 -0.416
C 0.977 -0.037 5.727 -0.608
C 0.845 4.888 2.455 2.369
C -3.103 1.523 -0.847 0.873
C 0.457 3.294 0.363 0.403
C 1.950 0.611 3.233 0.788
C -1.282 2.761 -4.963 0.037
C -1.586 1.413 -5.316 -0.409
C 1.209 7.182 -2.842 -1.427
C 2.276 5.120 2.972 -1.699
C 1.284 4.167 -1.859 -1.060
C -1.381 -2.198 0.412 -0.578
C 0.219 3.803 3.334 -2.214
C 2.321 0.300 5.599 -0.678
C 0.124 -0.005 4.628 -1.658
C -5.602 2.377 -0.038 -0.910
C 2.705 1.016 1.995 -0.213
C 0.909 4.541 0.955 -0.341
C 1.697 5.327 -1.270 0.179
C -2.441 -1.120 -6.273 -2.509
C -0.710 -2.057 -4.765 -1.600
C -1.878 -1.062 -4.851 2.567
C -3.772 2.495 -1.575 -0.056
C -4.934 1.405 0.695 -1.058
C -1.411 0.345 -4.483 -0.651
C -2.388 3.494 -7.132 -2.460
C 3.097 7.445 -1.234 -2.206
C -0.314 4.609 -6.337 -1.583
C 3.651 -1.797 -1.089 0.550
C -2.997 -1.487 -3.881 -1.448
H -3.319 2.987 -6.870 0.426
H -3.308 2.908 -2.467 0.369
H 2.252 5.354 4.040 0.495
H 2.772 5.945 2.455 0.270
H 1.515 3.936 -2.890 0.887
H -0.795 3.552 3.026 0.289
H 0.667 6.502 -3.503 0.117
H -2.752 -2.145 -6.484 0.453
H -1.969 5.359 -4.261 0.237
H 3.622 8.158 -1.874 0.468
H 3.835 6.935 -0.609 0.428
H 0.025 6.458 3.696 0.468
H 0.811 2.894 3.302 0.331
H 0.260 4.962 -5.479 0.132
H -2.141 1.159 -1.157 -0.032
H -0.307 -2.113 -3.758 0.185
H -1.687 -0.838 -7.015 0.422
H -3.379 -2.472 -4.165 0.481
H -1.028 5.986 2.350 0.377
H 3.830 6.665 -3.654 0.460
H -5.112 4.856 -2.151 0.308
H 1.789 6.402 0.585 0.220
H 0.587 -0.305 6.702 0.390
H -6.585 2.710 0.280 0.311
H -6.045 3.599 -2.961 0.290
H 2.881 4.220 2.845 0.317
H -1.790 2.824 -7.755 0.384
H -1.109 -2.550 -0.588 -0.073
H -2.247 -2.741 0.773 0.810
H 1.616 7.999 -3.447 0.481
H 0.491 7.601 -2.132 0.291
H -3.314 -0.472 -6.392 0.401
H 0.102 -1.760 -5.434 0.325
H -0.091 0.415 2.546 0.877
H -1.053 -3.054 -5.057 0.479
H -2.638 4.373 -7.731 0.461
H 0.308 3.898 -6.886 0.350
H -5.377 0.965 1.580 0.436
H 2.428 8.014 -0.586 0.339
H -0.931 -0.224 4.735 0.485
H -2.742 5.795 -5.788 0.511
H 4.059 5.233 -2.632 0.406
H -3.824 -0.771 -3.913 0.270
H -0.524 5.465 -6.987 0.494
H -0.518 4.012 -3.421 0.589
H 2.809 5.246 -3.879 0.291
H -2.626 -1.538 -2.859 0.058
H -2.023 1.233 -6.287 0.566
H -3.412 4.489 -4.789 0.297
H 0.200 4.155 4.370 0.590
H 2.985 0.317 6.454 0.407
H -6.657 4.323 -1.469 0.344
H 0.391 7.003 2.053 0.247
```

Properties
**Energy above the lowest of the compared OMol25 structures with the same formula, charge and spin**: 0.211 eV
**LUMO (spin up / spin down)**: 2.531 / 2.534 eV
**Kohn-Sham gap (spin up / spin down)**: 5.81 / 5.73 eV
**Charge**: -2
**E**: -118276.6502 eV
**HOMO (spin up / spin down)**: -3.28 / -3.20 eV



Record 2
Entry from the OMol25 dataset: a 13-piece molecular cluster, C45H56B2F23N14O5S overall at a distorted geometry (ωB97M-V/def2-TZVPD).

Geometry as XYZ:
```
146
Properties=species:S:1:pos:R:3:mulliken_charge:R:1
S 4.793 2.544 0.865 1.553
F -1.526 4.156 -4.208 -0.266
F -4.474 0.340 0.201 -0.334
F -4.764 2.888 -2.337 -0.349
F -3.453 -1.846 -1.776 -0.199
F -4.749 0.518 -2.235 -0.343
F 8.156 3.803 -0.928 -0.280
F 3.445 1.013 -1.368 -0.551
F -3.483 4.810 -3.839 -0.245
F 7.115 4.646 0.714 -0.224
F -3.106 2.780 -4.504 -0.227
F -3.906 -1.950 0.273 -0.338
F -2.414 0.767 0.300 -0.294
F 6.241 1.936 -1.325 -0.218
F -1.302 2.830 -2.059 -0.151
F 7.966 2.710 0.920 -0.183
F -2.510 4.510 -1.572 -0.321
F -1.441 -1.654 1.096 0.102
F -0.755 -1.750 -2.383 -0.303
F 5.506 3.926 -1.196 -0.271
F -3.878 2.882 -0.400 -0.265
F 0.493 -2.428 -0.794 -0.186
F -1.780 -3.235 -0.255 -0.397
F -2.702 0.596 -2.752 -0.195
O 2.843 -0.754 -0.204 -0.018
O 3.653 3.387 0.682 -0.825
O 2.938 0.940 1.329 -0.147
O 5.352 2.809 2.177 -0.795
O 4.813 -0.235 3.222 -0.708
N 8.946 -0.354 4.428 -0.447
N 0.480 -3.657 2.670 -0.513
N 3.705 -1.300 -3.188 -0.822
N -11.396 -0.423 -6.540 -0.374
N -2.017 0.104 6.075 -0.402
N -0.609 -7.690 -1.036 -0.437
N 3.450 6.203 6.273 -0.406
N -9.903 -1.012 -1.419 -0.497
N 1.753 0.393 4.058 -0.952
N -0.981 -4.555 -4.422 -0.395
N 4.383 -4.895 -6.338 -0.430
N -7.222 1.741 2.169 -0.429
N -6.979 5.441 3.431 -0.426
N 1.283 0.663 -4.233 -0.385
C 7.447 0.921 6.133 -0.728
C 1.318 -5.407 0.935 -1.149
C -0.454 -1.509 -1.077 0.928
C 0.548 0.409 0.390 -0.586
C -3.418 -4.555 -3.512 -0.005
C -2.496 3.346 -2.249 0.326
C -3.545 0.946 -1.802 0.236
C 4.955 -0.939 -1.073 -0.237
C 4.210 0.764 0.892 0.247
C 3.283 -4.587 -6.222 0.327
C -3.671 2.497 -1.651 0.864
C 2.052 1.246 -4.851 0.541
C -8.894 -0.478 -1.296 0.137
C -1.734 -7.465 -1.009 0.494
C 3.794 5.829 5.243 0.224
C -0.373 1.072 7.843 -0.871
C 1.185 -0.488 3.354 0.272
C -6.614 1.843 3.137 0.426
C -2.048 -4.556 -4.004 0.542
C 7.356 3.514 0.093 0.566
C -1.659 -1.873 -0.175 0.270
C -6.670 5.167 2.360 0.169
C -5.839 1.973 4.362 -0.959
C 3.931 0.025 -0.494 0.568
C 4.792 -1.212 -2.565 0.237
C -11.461 0.155 -4.001 -0.498
C -0.246 -0.833 3.811 -0.468
C 0.849 -4.436 1.911 0.726
C 8.293 0.209 5.186 0.408
C -2.706 3.768 -3.743 0.664
C 6.034 2.933 -0.484 0.470
C 6.747 -0.263 1.606 -0.698
C 6.092 -1.433 -3.319 -1.395
C -3.161 -7.176 -0.975 -0.709
C 1.886 -4.211 -6.075 -0.480
C -6.274 4.819 1.003 -0.175
C -3.312 0.181 -0.468 0.584
C -1.305 0.531 6.866 0.490
C 0.067 -0.091 -0.986 1.261
C 1.858 -1.175 2.168 1.232
C -3.064 -1.360 -0.601 0.309
C 4.236 5.355 3.938 -0.460
C -11.424 -0.168 -5.421 0.292
C -7.614 0.198 -1.141 -0.195
C 3.039 1.986 -5.622 -1.041
B 5.222 0.072 1.944 0.798
B 2.006 -0.157 0.878 -0.237
H 6.490 1.186 5.681 0.189
H 5.956 -0.501 -0.946 0.035
H 7.129 0.288 0.742 0.194
H 1.774 -3.356 -5.409 0.081
H 2.606 2.386 -6.538 0.362
H 3.437 2.824 -5.049 0.269
H -3.704 -3.594 -3.094 -0.237
H 3.877 1.348 -5.900 0.288
H -0.999 -0.221 3.308 0.210
H -6.924 -0.075 -1.935 0.181
H -7.732 1.281 -1.166 0.261
H -0.237 -0.688 4.881 0.223
H 6.646 -0.498 -3.463 0.250
H -0.526 0.623 8.825 0.296
H 5.014 4.599 4.029 0.147
H 0.880 0.001 -1.711 -0.074
H 1.161 -6.427 1.285 0.359
H 6.757 -1.329 1.317 0.379
H -0.399 -1.894 3.640 0.115
H -3.529 -6.883 -1.957 0.182
H 2.382 -5.289 0.731 0.336
H 2.800 -1.682 2.415 0.406
H -3.381 -6.363 -0.283 0.251
H 7.241 0.312 7.012 0.301
H -12.455 -0.001 -3.584 0.262
H -5.483 1.003 4.708 0.368
H 2.945 -1.150 -2.513 0.288
H 5.920 -1.975 -4.245 0.394
H -0.493 2.149 7.948 0.272
H -4.118 -4.787 -4.314 0.411
H -7.126 4.476 0.418 0.268
H -7.141 -0.054 -0.192 0.142
H 1.296 -5.027 -5.661 0.243
H 3.415 4.908 3.377 0.197
H 0.719 1.493 0.273 0.469
H 7.921 1.841 6.471 0.298
H 0.789 -5.301 -0.011 0.183
H 1.446 -3.943 -7.036 0.279
H -4.967 2.609 4.211 0.265
H 0.658 0.881 7.545 0.286
H 1.189 -1.999 1.804 -1.519
H 6.741 -2.084 -2.713 0.373
H -3.732 -8.047 -0.655 0.357
H -10.768 -0.463 -3.431 0.069
H 7.356 -0.159 2.504 -0.130
H -0.194 0.327 1.191 -0.070
H -3.555 -5.301 -2.731 -0.377
H 5.135 -1.116 3.456 0.229
H -6.435 2.413 5.160 0.351
H -5.534 4.021 1.001 -0.217
H 4.639 6.170 3.336 0.310
H -5.839 5.672 0.484 0.411
H 4.990 -1.897 -0.549 0.548
H 2.697 0.532 3.690 0.130
H -0.727 0.576 -1.343 -1.173
H -11.192 1.196 -3.824 0.257
```

Properties
**LUMO**: 1.590 eV
**Kohn-Sham gap**: 7.18 eV
**Charge**: -1
**E**: -153362.9188 eV
**HOMO**: -5.59 eV